The following is a DFT calculation (wB97M-V/def2-TZVPD) of a 7-piece molecular cluster, C46H98N3O18 overall.

Summary:
- Total charge: +1
- Orbital gap: 5.22 eV
- Electronic energy: -3329.2385 Ha

Each line ends with the Mulliken charge.
Cartesian coordinates (Å):
N -4.482 5.748 -0.127  -0.3437
C -4.297 4.427 0.120  0.2349
N -5.326 3.410 0.104  -0.1694
C -4.987 2.223 -0.756  -0.6145
C -3.437 1.768 -0.622  -0.5294
C -2.583 3.105 -0.811  0.2212
C -1.021 2.887 -1.032  1.1490
C -0.618 1.844 -2.131  -0.5096
C 0.908 1.613 -2.431  -0.8327
C 1.984 2.426 -1.638  -0.4415
C 1.607 3.460 -0.541  -0.7449
C 0.088 3.667 -0.260  -0.4799
N -2.913 3.977 0.394  -0.3653
H -4.683 6.032 -1.102  0.2140
H -4.381 6.508 0.562  0.2538
H -6.153 3.844 -0.363  0.3821
H -5.690 1.323 -0.613  0.3833
H -5.113 2.544 -1.854  0.3338
H -3.175 0.922 -1.339  0.3586
H -3.314 1.457 0.485  0.2777
H -3.023 3.678 -1.721  0.1861
H -1.455 1.305 -2.704  0.2268
H 1.172 0.861 -3.254  0.3401
H 3.089 2.265 -1.895  0.4393
H 2.375 4.082 0.027  0.4563
H -0.218 4.422 0.540  0.0967
H -2.273 4.781 0.457  0.3505
C -9.130 4.409 -4.121  -0.7285
O -8.951 5.814 -4.105  -0.2743
C -8.369 6.295 -2.901  -0.1668
C -7.350 7.398 -3.183  -0.3336
O -6.142 6.958 -3.813  -0.4090
C -6.249 6.482 -5.159  -0.2935
C -6.596 7.552 -6.192  -0.5895
O -7.938 7.997 -6.043  -0.2907
C -8.081 9.403 -6.164  -0.8137
H -10.010 4.134 -3.534  0.3228
H -9.283 4.101 -5.157  0.2503
H -8.242 3.888 -3.744  0.2616
H -7.878 5.484 -2.343  -0.0350
H -9.181 6.705 -2.288  0.4319
H -7.040 7.814 -2.219  0.4520
H -7.795 8.224 -3.735  0.0238
H -6.926 5.630 -5.217  0.1018
H -5.257 6.094 -5.407  0.4284
H -6.507 7.120 -7.196  0.3978
H -5.886 8.381 -6.106  0.3504
H -7.292 9.936 -5.624  0.3772
H -9.039 9.682 -5.720  0.2380
H -8.082 9.690 -7.218  0.3152
C 0.420 -0.660 0.855  -0.5291
O 0.394 -2.076 0.884  -0.2755
C -0.494 -2.638 -0.078  -0.4880
C 0.106 -3.882 -0.731  -0.0088
O 1.199 -3.633 -1.614  -0.5268
C 2.409 -3.158 -1.023  -0.1807
C 3.133 -4.173 -0.144  -0.7002
O 2.414 -4.417 1.060  -0.0951
C 2.372 -5.789 1.421  -0.9775
H -0.461 -0.258 1.363  0.3359
H 1.317 -0.328 1.382  0.2770
H 0.476 -0.275 -0.170  0.1090
H -0.746 -1.908 -0.861  0.1936
H -1.412 -2.919 0.453  0.4179
H -0.672 -4.334 -1.355  0.4231
H 0.370 -4.636 0.009  -0.1599
H 2.241 -2.216 -0.501  -0.0446
H 3.068 -2.920 -1.864  0.4524
H 4.112 -3.768 0.138  0.3893
H 3.289 -5.097 -0.711  0.3932
H 2.172 -6.430 0.558  0.5025
H 1.554 -5.923 2.134  0.2142
H 3.311 -6.076 1.901  0.2924
C -0.410 4.025 -4.503  -0.4300
O -0.231 5.429 -4.499  -0.3353
C 0.337 5.919 -3.290  0.1148
C 1.363 7.017 -3.567  -0.4604
O 2.577 6.571 -4.173  -0.4896
C 2.499 6.086 -5.516  -0.2013
C 2.178 7.147 -6.565  -0.5569
O 0.832 7.597 -6.451  -0.2629
C 0.697 9.001 -6.587  -0.8280
H -1.299 3.758 -3.924  -0.0065
H -0.550 3.706 -5.538  0.4031
H 0.469 3.507 -4.109  0.2709
H 0.818 5.113 -2.719  -0.0963
H -0.483 6.337 -2.692  0.3090
H 1.661 7.440 -2.601  0.4572
H 0.927 7.840 -4.132  0.1247
H 1.822 5.234 -5.582  -0.0135
H 3.496 5.693 -5.738  0.4323
H 2.288 6.707 -7.564  0.3894
H 2.887 7.975 -6.469  0.3518
H 1.474 9.536 -6.033  0.3883
H -0.271 9.287 -6.167  0.2250
H 0.721 9.280 -7.644  0.3127
C 1.687 -3.717 4.795  -0.4661
O 2.564 -4.693 5.328  -0.2299
C 3.931 -4.400 5.073  -0.0791
C 4.798 -4.719 6.292  -0.6922
O 4.620 -3.840 7.408  -0.4411
C 3.359 -3.895 8.080  -0.2985
C 3.096 -5.190 8.846  -0.5764
O 2.882 -6.281 7.959  -0.2465
C 3.538 -7.471 8.364  -0.8343
H 1.572 -3.863 3.717  -0.1070
H 0.714 -3.837 5.277  0.3067
H 2.042 -2.702 5.004  0.3387
H 4.069 -3.345 4.799  0.1842
H 4.247 -5.028 4.231  0.2221
H 5.844 -4.601 5.993  0.4876
H 4.692 -5.759 6.600  0.2548
H 2.544 -3.657 7.397  0.0717
H 3.386 -3.080 8.810  0.4463
H 2.182 -5.073 9.442  0.3964
H 3.932 -5.383 9.526  0.3432
H 4.557 -7.271 8.708  0.3935
H 3.601 -8.131 7.496  0.2331
H 2.961 -7.969 9.147  0.3035
C 4.282 2.229 1.965  -1.0288
O 5.168 1.269 2.506  -0.1942
C 6.540 1.571 2.262  -0.5717
C 7.404 1.264 3.486  -0.2317
O 7.218 2.144 4.597  -0.4735
C 5.961 2.087 5.273  -0.2691
C 5.708 0.796 6.046  -0.5638
O 5.501 -0.296 5.160  -0.2241
C 6.163 -1.485 5.564  -0.9801
H 4.171 2.076 0.887  0.3348
H 3.309 2.099 2.444  0.3320
H 4.623 3.249 2.171  0.4578
H 6.673 2.627 1.987  0.3384
H 6.867 0.943 1.425  0.3629
H 8.450 1.390 3.189  0.4307
H 7.305 0.224 3.795  -0.0098
H 5.143 2.316 4.590  0.0070
H 5.985 2.906 5.998  0.4268
H 4.795 0.909 6.642  0.3570
H 6.546 0.609 6.725  0.3752
H 7.182 -1.283 5.909  0.4576
H 6.230 -2.144 4.694  0.2259
H 5.586 -1.985 6.344  0.4399
C -2.676 -11.603 -2.395  -0.8193
O -2.431 -11.109 -1.091  -0.2763
C -1.404 -11.815 -0.404  -0.5248
C -0.514 -10.861 0.390  -0.2661
O 0.333 -10.025 -0.400  -0.4869
C -0.297 -9.023 -1.200  -0.4399
C -0.951 -7.889 -0.413  -0.0542
O -2.113 -8.339 0.273  -0.3348
C -2.214 -7.836 1.594  -0.8085
H -3.275 -12.516 -2.346  0.3163
H -3.232 -10.842 -2.945  0.2315
H -1.741 -11.791 -2.935  0.3765
H -0.781 -12.392 -1.101  0.3424
H -1.894 -12.510 0.290  0.3912
H 0.165 -11.472 0.995  0.4210
H -1.093 -10.269 1.098  0.0504
H -0.990 -9.473 -1.910  0.1000
H 0.507 -8.586 -1.801  0.4659
H -1.270 -7.106 -1.111  0.3702
H -0.217 -7.461 0.278  0.0182
H -1.253 -7.877 2.115  0.3608
H -2.919 -8.468 2.140  0.2614
H -2.596 -6.811 1.577  0.2922

Forces on atoms 1 to 6 (eV/Å):
-1.166 0.559 -0.093
2.085 -2.881 1.243
2.461 3.385 -2.744
1.169 -2.083 -1.689
-0.850 1.019 1.438
0.337 -0.766 -0.817

***

The following is a DFT calculation (wB97M-V/def2-TZVPD) of C47H111CdN3O23 as an isolated structure.

Summary:
- Orbital gap: 8.01 eV
- Electronic energy: -3919.5211 Ha

Each line ends with the Mulliken charge.
Cartesian coordinates (Å):
Cd -0.017 0.476 -0.009  0.3078
C 2.446 -0.941 2.784  -1.3056
C 1.420 -0.387 1.798  1.2963
O 1.003 0.768 1.775  -0.5573
O 0.964 -1.120 0.937  -0.0301
H 3.105 -0.265 3.330  0.3283
H 3.115 -1.701 2.380  -0.3240
H 1.983 -1.559 3.553  0.3624
C 1.503 3.651 -1.931  -1.5939
C 0.877 2.322 -1.468  0.4643
O 1.556 1.310 -1.219  -0.6521
O -0.342 2.163 -1.189  -0.2556
H 0.659 4.338 -1.873  0.2878
H 1.727 3.662 -2.998  0.3608
H 2.349 3.888 -1.286  0.3211
C -4.109 2.867 2.450  -0.3937
C -5.384 2.212 1.957  -0.5625
O -6.110 2.870 0.995  -0.5285
O -3.112 2.926 1.489  0.2930
H -3.718 2.425 3.366  0.3162
H -4.291 3.933 2.583  0.4517
H -6.055 2.128 2.812  0.5781
H -5.340 1.200 1.555  0.1197
H -7.042 2.866 1.226  0.2801
H -2.444 3.510 1.855  -0.1338
C 2.999 -0.826 -3.925  -0.4438
C 3.105 -1.708 -5.201  -0.8109
O 2.117 -2.641 -5.320  -0.4839
O 1.764 -0.230 -3.810  0.1991
H 3.845 -0.140 -3.960  0.5278
H 3.279 -1.521 -3.134  0.1778
H 4.109 -2.095 -5.374  0.4556
H 3.119 -1.007 -6.035  0.3052
H 1.412 -2.165 -4.876  0.0142
H 1.944 0.556 -3.289  -0.1044
C 2.443 -5.400 0.625  -0.3940
C 1.693 -4.412 -0.316  0.1739
O 0.634 -3.828 0.456  -0.5351
O 1.648 -6.397 1.231  -0.6059
H 2.772 -4.722 1.413  0.1314
H 3.282 -5.907 0.149  0.3928
H 1.370 -5.004 -1.173  0.3038
H 2.350 -3.648 -0.732  -0.1162
H 0.876 -2.988 0.853  0.2697
H 1.094 -6.035 1.928  0.3398
C -0.508 -3.693 -3.649  -0.0331
C -1.668 -4.491 -4.181  -0.9037
O -1.658 -4.484 -5.555  -0.5037
O -0.766 -2.342 -3.939  0.7592
H 0.374 -4.041 -4.186  0.4529
H -0.558 -3.892 -2.579  0.1264
H -2.579 -4.064 -3.761  0.2674
H -1.710 -5.518 -3.819  0.5128
H -2.389 -5.027 -5.858  0.3189
H -1.012 -2.287 -4.865  -0.7265
C 1.689 3.334 4.791  0.0634
C 2.250 3.778 3.418  -0.1048
O 2.867 2.691 2.701  -0.4987
O 2.739 3.621 5.751  -0.6122
H 1.395 2.284 4.794  0.0814
H 0.776 3.834 5.112  0.2683
H 2.946 4.572 3.692  0.4164
H 1.625 4.316 2.706  -0.2111
H 2.219 2.106 2.300  0.1759
H 3.446 3.085 5.385  0.3219
C -3.303 3.496 -1.427  1.8013
C -4.449 4.385 -1.872  -0.6143
O -5.354 4.762 -0.838  -0.6365
O -3.767 2.217 -0.874  -0.4674
H -2.463 3.970 -0.919  -1.2591
H -2.722 3.269 -2.321  -0.0978
H -5.005 4.032 -2.740  0.2093
H -4.005 5.293 -2.279  0.4799
H -5.390 3.988 -0.271  0.3973
H -3.271 2.274 -0.054  -0.3025
C -2.393 -0.804 0.358  -0.8812
C -2.106 -0.995 -1.134  0.2499
O -0.726 -0.835 -1.418  0.5484
O -1.882 0.419 0.735  2.0211
H -1.964 -1.601 0.965  0.2837
H -3.448 -0.892 0.619  0.7474
H -2.775 -0.447 -1.798  -0.1105
H -2.293 -2.050 -1.335  0.3154
H -0.557 -0.978 -2.352  -0.7900
H -2.652 0.946 0.959  -0.9191
C -0.588 5.823 1.834  -0.6123
C -1.769 6.784 1.872  -0.3437
O -1.993 7.217 0.499  -0.5408
O -0.957 4.579 1.345  -0.2392
H -0.164 5.581 2.808  0.3472
H 0.166 6.228 1.158  0.3250
H -1.600 7.630 2.538  0.4681
H -2.681 6.266 2.168  0.1200
H -2.757 7.797 0.524  0.2985
H -1.356 4.720 0.483  -0.2267
C -2.162 0.419 -8.388  -1.8335
C -1.621 -0.295 -7.081  1.2139
C -0.849 0.691 -6.233  -0.9254
C -1.745 1.700 -5.613  -1.2527
C -2.830 1.056 -4.728  -0.0882
C -3.670 -0.111 -5.428  2.2259
N -2.699 -0.937 -6.254  1.1431
O -3.295 -1.898 -6.939  -0.6650
C -4.210 -1.051 -4.336  -1.7687
C -4.727 0.507 -6.295  -1.9848
C -0.552 -1.288 -7.380  -1.5833
H -2.918 1.188 -8.232  0.2299
H -2.646 -0.441 -8.852  0.4555
H -1.359 0.795 -9.023  0.4025
H -0.431 0.144 -5.388  -0.0779
H -0.070 1.210 -6.791  0.6929
H -2.259 2.288 -6.373  0.4722
H -1.088 2.377 -5.068  0.4212
H -3.570 1.835 -4.542  0.3548
H -2.428 0.924 -3.723  -0.9302
H -4.809 -0.361 -3.742  0.5042
H -5.003 -1.609 -4.833  0.5405
H -3.451 -1.549 -3.732  -0.1410
H -5.138 -0.285 -6.922  0.3683
H -5.611 0.794 -5.726  0.5038
H -4.523 1.417 -6.858  0.3186
H 0.295 -0.818 -7.881  0.4363
H -0.884 -1.994 -8.142  0.4006
H -0.173 -1.765 -6.477  0.2782
H -3.155 -2.643 -6.351  0.3670
C -3.838 1.177 7.896  -2.1588
C -2.807 0.587 6.916  1.7088
C -2.010 -0.523 7.708  -1.2409
C -1.183 -1.490 6.758  -0.5991
C -2.104 -2.136 5.688  -1.2154
C -2.918 -1.111 4.929  1.9585
N -3.523 -0.023 5.799  0.0948
O -4.314 0.846 5.107  -0.2826
C -1.934 -0.467 3.919  -0.9242
C -3.939 -1.809 4.024  -1.9542
C -1.886 1.812 6.554  -1.3502
H -4.482 1.972 7.521  0.3914
H -3.395 1.504 8.837  0.3948
H -4.521 0.404 8.248  0.5211
H -1.265 -0.103 8.383  0.4870
H -2.651 -1.113 8.363  0.3695
H -0.700 -2.360 7.203  0.4670
H -0.322 -0.965 6.345  0.2222
H -2.847 -2.752 6.193  0.3615
H -1.435 -2.765 5.100  0.4335
H -1.012 -0.057 4.329  -0.3125
H -1.588 -1.162 3.154  0.6212
H -2.331 0.492 3.585  -0.2782
H -4.712 -2.345 4.575  0.4893
H -4.574 -1.150 3.431  0.1919
H -3.583 -2.591 3.353  0.4036
H -1.268 1.496 5.713  0.0976
H -1.181 2.068 7.345  0.3959
H -2.407 2.701 6.197  0.3263
H -5.117 0.690 5.610  0.3407
C 6.063 -3.921 1.949  -1.3877
C 7.082 -2.846 1.936  1.4305
C 8.299 -3.105 0.964  -1.2539
C 7.956 -2.777 -0.515  -0.6355
C 7.421 -1.371 -0.674  -1.4129
C 6.162 -1.063 0.267  2.1445
N 6.448 -1.538 1.651  0.2798
O 5.605 -1.051 2.633  -0.2693
C 5.930 0.446 0.145  -2.1318
C 4.941 -1.854 -0.221  -1.1240
C 7.833 -2.809 3.268  -2.0612
H 6.534 -4.878 2.172  0.5126
H 5.565 -4.053 0.989  0.0946
H 5.371 -3.677 2.756  0.3183
H 9.166 -2.498 1.223  0.4049
H 8.529 -4.166 1.056  0.4890
H 7.188 -3.475 -0.847  0.2594
H 8.852 -2.798 -1.136  0.4079
H 7.016 -1.256 -1.680  0.4453
H 8.242 -0.658 -0.594  0.3949
H 6.063 0.887 -0.843  0.3599
H 5.036 0.807 0.653  0.3484
H 6.642 0.937 0.809  0.4935
H 4.476 -1.377 -1.084  0.2279
H 5.021 -2.902 -0.509  0.2930
H 4.172 -1.807 0.550  -0.2269
H 7.079 -2.660 4.041  0.4219
H 8.474 -1.928 3.298  0.4890
H 8.340 -3.747 3.493  0.3738
H 6.070 -0.264 2.924  0.3049

Forces on atoms 1 to 6 (eV/Å):
1.453 1.207 -0.692
0.250 -0.552 0.613
2.192 -0.783 2.048
1.101 3.616 3.195
0.212 -4.896 -1.070
-0.401 0.523 -0.381